# 1
{"formula": "C2H3N3O3", "method": "ωB97M-V/def2-TZVPD", "gap_ev": 9.1, "homo_energy_ev": -9.555, "smiles": "N/N=c1\\o[nH]oc1=O", "e_above_lowest_kcal_mol": 115.1, "species": ["O", "O", "O", "N", "N", "N", "C", "C", "H", "H", "H"], "xyz": [[0.3742, 1.2887, 0.2719], [-2.1211, -1.1880, 0.5137], [-1.3131, 0.8254, 1.5531], [-0.1895, 1.3923, 1.7011], [-0.0391, -0.7906, -1.1067], [1.1805, -0.7880, -1.6036], [-0.2796, -0.0151, -0.1836], [-1.3011, -0.2851, 0.6499], [1.9304, -0.0327, -1.5061], [1.4588, -1.1746, -2.5450], [0.2996, 0.7678, 2.2554]]}

# 2
{"formula": "C15H26AlIO2P2S", "method": "ωB97M-V/def2-TZVPD", "gap_ev": [5.5, 4.6], "charge": 2, "homo_energy_ev": [-14.128, -13.282], "e_above_lowest_kcal_mol": 89.0, "species": ["I", "S", "P", "P", "Al", "O", "O", "C", "C", "C", "C", "C", "C", "C", "C", "C", "C", "C", "C", "C", "C", "C", "H", "H", "H", "H", "H", "H", "H", "H", "H", "H", "H", "H", "H", "H", "H", "H", "H", "H", "H", "H", "H", "H", "H", "H", "H", "H"], "xyz": [[1.2075, 2.0569, 3.8817], [-0.1633, -0.8355, 0.6825], [2.5170, 0.0024, -0.9654], [-1.8775, 1.8703, 0.7848], [0.2737, 0.1254, -1.3931], [0.4814, 1.7243, -0.2133], [-1.9648, 0.3931, -3.8105], [-1.8093, -2.9723, 0.1725], [2.7819, -1.3515, -2.0997], [-2.6994, 3.4465, 0.5342], [-0.0744, 2.4302, 0.7152], [3.1588, -0.3810, 0.6763], [-1.2039, 0.2541, -2.9460], [-3.0075, 0.7177, -0.0731], [-1.9705, 1.2539, 2.4621], [-0.4992, -2.5261, 0.4371], [0.6649, 3.7301, 0.8525], [0.3152, -4.7416, -0.1070], [0.5273, -3.4816, 0.4521], [3.2986, 1.5329, -1.4750], [-0.9401, -5.1176, -0.5970], [-2.0070, -4.2145, -0.4324], [-2.7049, 1.8791, 2.9689], [-2.2666, 4.2087, 1.1905], [4.2459, -0.2420, 0.6286], [2.0194, -1.3447, -2.8953], [1.7097, 3.4851, 1.1079], [0.6553, 4.3137, -0.0975], [2.7590, 0.2910, 1.4514], [-0.9955, 1.3270, 2.9786], [2.9623, -1.4265, 0.9423], [3.7779, -1.2006, -2.5150], [-1.1068, -6.0866, -1.0807], [-2.6727, 0.3105, -1.0284], [-3.2762, -0.0940, 0.6030], [-2.6328, -2.2781, 0.4144], [-3.7562, 3.2657, 0.7625], [-3.9269, 1.2866, -0.2491], [1.4936, -3.1853, 0.8718], [-2.2549, 0.1996, 2.4279], [2.7403, -2.2917, -1.5439], [-3.0134, -4.4889, -0.7490], [1.1278, -5.4601, -0.1413], [2.6881, 2.0370, -2.2340], [-2.5884, 3.7470, -0.5170], [0.2919, 4.3557, 1.6666], [3.4405, 2.1872, -0.6051], [4.2745, 1.2887, -1.8965]]}